No. 1
ORCA calculation (wB97M-V/def2-TZVPD) on a gas-phase ion, C21H30NO3 (charge +1).

ΔE to the lowest compared entry with this formula, charge and spin: 56.52 kJ/mol
Energy: -29890.2209 eV
LUMO energy: -1.960 eV

```
! wB97M-V def2-TZVPD RIJCOSX def2/J DEFGRID3
* xyz 1 1
C -1.371 -2.239 2.596
O -1.987 -2.177 1.325
C -1.383 -3.029 0.360
C -2.123 -2.878 -0.968
C -1.972 -1.472 -1.541
N -2.594 -0.475 -0.640
C -4.036 -0.239 -0.844
C -4.547 0.857 0.087
C -4.051 2.270 -0.248
C -2.663 2.625 0.283
O -1.676 2.008 -0.535
C -0.331 2.169 -0.205
C 0.133 2.886 0.887
C 1.490 2.945 1.133
C 2.407 2.297 0.304
O 3.705 2.415 0.656
C 4.696 1.793 -0.140
C 4.622 0.285 -0.147
C 5.081 -0.433 -1.245
C 5.028 -1.815 -1.248
C 4.509 -2.493 -0.158
C 4.051 -1.783 0.939
C 4.112 -0.400 0.947
C 1.930 1.592 -0.799
C 0.572 1.530 -1.044
H -1.409 -3.255 2.996
H -1.933 -1.574 3.248
H -0.328 -1.912 2.541
H -0.322 -2.761 0.243
H -1.436 -4.069 0.703
H -3.177 -3.114 -0.816
H -1.716 -3.599 -1.676
H -0.910 -1.234 -1.636
H -2.432 -1.405 -2.529
H -2.435 -0.844 0.325
H -2.122 0.470 -0.714
H -4.581 -1.165 -0.655
H -4.196 0.054 -1.885
H -5.635 0.857 0.013
H -4.295 0.609 1.120
H -4.062 2.425 -1.328
H -4.746 2.985 0.192
H -2.553 2.291 1.323
H -2.527 3.711 0.247
H -0.540 3.409 1.546
H 1.867 3.501 1.976
H 5.641 2.111 0.315
H 4.664 2.183 -1.166
H 5.486 0.094 -2.097
H 5.394 -2.364 -2.103
H 4.469 -3.572 -0.160
H 3.657 -2.307 1.798
H 3.766 0.155 1.807
H 2.603 1.083 -1.469
H 0.206 1.000 -1.911
*
```


No. 2
ORCA calculation (wB97M-V/def2-TZVPD) on a molecular structure, C21H31BN9O2S2SeW.

ΔE to the lowest compared entry with this formula, charge and spin: 0.00 kJ/mol
⟨S²⟩: 2.018
Energy: -129304.3082 eV
LUMO energy (alpha / beta): -2.885 / -3.214 eV

```
! wB97M-V def2-TZVPD RIJCOSX def2/J DEFGRID3
* xyz 1 3
W 0.178 0.389 -0.123
C -2.728 -1.319 0.928
C -1.599 -1.877 1.773
N -0.277 -1.202 1.539
C 0.804 -2.209 1.423
C 0.923 -2.610 -0.013
C 1.292 -3.862 -0.473
C 1.423 -4.054 -1.843
C 1.168 -3.012 -2.724
C 0.791 -1.787 -2.205
C 0.456 -0.548 -2.980
N -0.641 0.114 -2.248
C -1.941 -0.520 -2.623
C -2.930 -0.616 -1.482
N -2.256 -1.357 -0.436
N 0.679 -1.616 -0.880
H -2.942 -0.285 1.195
H -3.636 -1.906 1.116
H -1.468 -2.935 1.534
H -1.830 -1.827 2.840
H -0.082 -0.651 2.367
H 0.627 -3.076 2.064
H 1.748 -1.740 1.719
H 1.480 -4.660 0.230
H 1.716 -5.023 -2.223
H 1.250 -3.141 -3.794
H 0.185 -0.779 -4.014
H 1.324 0.120 -2.989
H -0.696 1.107 -2.535
H -1.723 -1.532 -2.979
H -2.354 0.030 -3.472
H -3.851 -1.088 -1.846
H -3.193 0.371 -1.108
H -2.082 -2.312 -0.733
C 4.064 2.803 -1.129
N 4.077 2.311 0.240
C 4.706 2.932 1.292
C 4.595 2.101 2.354
N 3.899 0.985 1.958
B 3.554 -0.188 2.906
N 2.191 0.135 3.678
C 1.962 -0.386 4.927
C 0.745 0.036 5.353
N 0.224 0.813 4.346
C -1.022 1.566 4.429
C 1.125 0.866 3.333
S 0.874 1.814 1.907
C 3.561 1.151 0.670
S 2.703 -0.003 -0.306
H 4.139 3.887 -1.099
H 3.129 2.509 -1.591
H 4.908 2.390 -1.681
H 5.189 3.885 1.179
H 4.964 2.196 3.359
H 3.444 -1.214 2.299
H 4.392 -0.252 3.761
H 2.697 -0.999 5.414
H 0.216 -0.127 6.275
H -1.755 0.965 4.963
H -1.371 1.789 3.423
H -0.855 2.503 4.957
O -0.610 2.769 -2.655
C 0.167 3.041 -1.756
O 0.738 2.185 -0.953
H 0.489 4.078 -1.569
Se -3.141 3.742 1.019
C -2.212 2.336 0.558
N -1.574 1.386 0.268
*
```


No. 3
ORCA calculation (wB97M-V/def2-TZVPD) on 3 unconnected molecules or ions with the total composition C21H31BrF16N2O9P2S in a non-equilibrium geometry.

Energy: -186621.7520 eV
LUMO energy: -0.034 eV

```
! wB97M-V def2-TZVPD RIJCOSX def2/J DEFGRID3
* xyz 0 1
N -2.337 3.879 0.637
C -1.183 2.947 0.546
C -0.283 3.096 1.772
O 0.908 3.829 1.479
C -0.010 1.843 2.586
C 0.750 0.636 2.027
Br -0.652 -0.539 1.210
O 1.186 -0.104 3.170
C 2.416 -0.643 3.020
O 3.089 -1.072 3.923
C 2.732 -0.583 1.513
F 4.067 -0.536 1.190
P 2.353 -2.424 1.003
N 1.291 -2.942 2.224
O 1.317 -2.500 -0.259
C 2.020 0.743 1.209
C 2.049 1.346 -0.203
C 1.919 0.439 -1.439
C 0.510 0.452 -2.059
C -0.096 -0.935 -2.307
C -1.268 -0.815 -3.264
F -2.012 0.311 -3.079
F -0.752 -0.715 -4.539
C -2.207 -2.042 -3.361
F -3.170 -1.812 -4.294
F -1.455 -3.095 -3.787
S -3.057 -2.590 -1.761
F -1.711 -3.249 -1.276
F -2.687 -1.237 -1.030
F -4.440 -1.935 -2.198
F -3.484 -3.935 -2.480
F -3.740 -3.092 -0.437
P 3.135 2.008 2.152
O 2.758 2.286 3.556
H -2.098 4.763 0.210
H -3.086 3.494 0.080
H -1.598 1.953 0.441
H -0.634 3.169 -0.372
H -0.846 3.736 2.443
H 0.919 4.049 0.549
H 0.458 2.142 3.514
H -0.992 1.486 2.870
H 0.502 -3.439 1.839
H 1.803 -3.518 2.875
H 1.800 -2.692 -1.063
H 1.285 2.106 -0.281
H 2.985 1.883 -0.320
H 2.563 0.883 -2.190
H 2.310 -0.560 -1.294
H -0.193 1.014 -1.456
H 0.546 0.959 -3.017
H -0.414 -1.329 -1.356
H 0.631 -1.573 -2.793
H 4.463 1.548 2.082
H 3.126 3.201 1.419
C -6.646 -1.889 -4.641
C -7.414 -0.616 -4.362
O -8.565 -0.491 -5.221
C -9.632 -1.186 -4.864
O -9.743 -1.895 -3.912
C -10.773 -0.918 -5.860
F -10.344 -0.996 -7.120
F -11.269 0.307 -5.663
F -11.750 -1.795 -5.695
H -6.371 -1.944 -5.695
H -5.746 -1.922 -4.042
H -7.247 -2.769 -4.410
H -6.800 0.255 -4.581
H -7.725 -0.553 -3.320
C 5.895 1.103 5.643
C 6.427 -0.032 4.795
O 7.742 0.265 4.276
C 8.751 0.090 5.109
O 8.699 -0.291 6.237
C 10.070 0.420 4.388
F 9.981 1.567 3.714
F 10.369 -0.550 3.518
F 11.064 0.522 5.256
H 5.905 2.032 5.072
H 4.874 0.892 5.954
H 6.514 1.252 6.527
H 5.799 -0.185 3.920
H 6.452 -0.969 5.350
*
```


No. 4
ORCA calculation (wB97M-V/def2-TZVPD) on a molecular structure, C21H31BrGeN5OSeY.

ΔE to the lowest compared entry with this formula, charge and spin: 42.39 kJ/mol
Energy: -224712.4773 eV
LUMO energy: -6.071 eV

```
! wB97M-V def2-TZVPD RIJCOSX def2/J DEFGRID3
* xyz 2 1
Y 0.121 -0.121 -0.566
O -5.174 -3.230 1.802
C -4.098 -2.735 1.206
C -3.607 -3.183 -0.025
C -2.483 -2.589 -0.544
N -1.820 -1.595 0.076
C -2.321 -1.204 1.240
Br -1.308 0.198 2.055
C -3.428 -1.701 1.871
H -5.583 -3.941 1.290
H -4.096 -3.980 -0.569
H -2.090 -2.917 -1.497
H -3.775 -1.330 2.824
C 3.752 -4.596 2.575
Ge 3.472 -2.767 3.159
C 2.056 -2.678 4.486
C 5.115 -1.915 3.732
C 2.808 -1.670 1.633
Se 1.390 -2.537 0.592
C 2.505 -3.470 -0.710
H 3.976 -5.213 3.446
H 4.596 -4.677 1.889
H 2.862 -5.017 2.106
H 2.231 -3.393 5.289
H 1.091 -2.920 4.035
H 1.997 -1.684 4.930
H 5.530 -2.448 4.588
H 4.947 -0.880 4.030
H 5.858 -1.930 2.935
H 3.584 -1.374 0.927
H 2.366 -0.758 2.041
H 3.090 -4.210 -0.173
H 3.158 -2.766 -1.219
H 1.848 -3.967 -1.419
N 1.932 4.558 -2.655
C 2.539 3.797 -2.033
N 3.188 2.885 -1.312
C 2.404 2.105 -0.708
N 1.719 1.322 -0.144
C -1.361 5.194 -2.822
N -0.773 4.462 -1.661
C -0.298 5.432 -0.633
C -1.702 3.437 -1.036
C -2.078 2.307 -1.954
C -3.147 2.525 -2.821
C -3.540 1.561 -3.739
C -2.868 0.352 -3.782
C -1.845 0.126 -2.869
C -1.414 1.061 -1.918
H -0.583 5.842 -3.214
H -2.212 5.771 -2.465
H -1.668 4.476 -3.574
H 0.058 3.992 -2.036
H -1.169 5.942 -0.227
H 0.380 6.131 -1.114
H 0.218 4.885 0.153
H -2.574 4.012 -0.720
H -1.183 3.088 -0.142
H -3.696 3.460 -2.782
H -4.366 1.754 -4.409
H -3.150 -0.408 -4.498
H -1.385 -0.872 -2.921
*
```


No. 5
ORCA calculation (wB97M-V/def2-TZVPD) on a single C21H31BrN4O2 molecule.

ΔE to the lowest compared entry with this formula, charge and spin: 17.63 kJ/mol
Energy: -102379.6296 eV
LUMO energy: 0.379 eV

```
! wB97M-V def2-TZVPD RIJCOSX def2/J DEFGRID3
* xyz 0 1
C -2.788 -1.828 -5.477
C -2.158 -2.117 -4.124
N -2.861 -3.153 -3.387
C -2.763 -4.472 -3.999
C -3.255 -5.399 -2.901
C -2.687 -4.761 -1.625
C -2.366 -3.303 -2.012
C -3.013 -2.230 -1.126
N -2.150 -1.680 -0.095
C -2.171 -0.262 0.217
C -1.431 -0.161 1.564
C -0.556 1.079 1.636
O 0.252 1.333 0.766
N -0.737 1.845 2.751
C -0.077 3.061 3.056
C 0.276 3.973 2.078
C 0.854 5.187 2.423
C 1.050 5.468 3.759
Br 1.818 7.128 4.263
C 0.717 4.565 4.755
C 0.164 3.334 4.413
N -0.224 2.378 5.357
C 0.162 2.507 6.763
C 1.660 2.305 6.981
C -0.651 1.507 7.571
C -0.601 -1.448 1.618
C -1.356 -2.416 0.723
O -1.249 -3.626 0.718
H -2.284 -0.987 -5.956
H -2.712 -2.683 -6.148
H -3.843 -1.579 -5.360
H -1.096 -2.394 -4.253
H -2.166 -1.202 -3.527
H -3.361 -4.527 -4.909
H -1.718 -4.710 -4.266
H -4.346 -5.400 -2.882
H -2.922 -6.426 -3.048
H -3.391 -4.803 -0.796
H -1.785 -5.264 -1.285
H -1.274 -3.151 -1.989
H -3.309 -1.394 -1.760
H -3.930 -2.630 -0.680
H -1.655 0.313 -0.556
H -3.198 0.101 0.297
H -2.162 -0.165 2.375
H -1.465 1.572 3.394
H 0.101 3.729 1.041
H 1.133 5.901 1.661
H 0.907 4.822 5.786
H -0.066 1.437 5.016
H -0.124 3.511 7.082
H 1.927 2.484 8.024
H 1.937 1.276 6.736
H 2.255 2.972 6.358
H -0.402 1.574 8.630
H -1.719 1.685 7.449
H -0.433 0.486 7.244
H 0.387 -1.289 1.180
H -0.480 -1.859 2.617
*
```


No. 6
ORCA calculation (wB97M-V/def2-TZVPD) on 3 unconnected molecules or ions with the total composition C21H31ClN4O2S in a non-equilibrium geometry.

ΔE to the lowest compared entry with this formula, charge and spin: 958.73 kJ/mol
Energy: -55684.2740 eV
LUMO energy: -1.462 eV

```
! wB97M-V def2-TZVPD RIJCOSX def2/J DEFGRID3
* xyz 0 1
C 0.237 7.476 -4.203
C -1.301 6.993 -4.235
C -2.063 7.170 -2.831
C -1.876 5.938 -1.808
N -2.763 4.816 -2.273
C -2.173 3.490 -2.020
C -0.814 2.981 -2.547
Cl 0.248 4.035 -3.584
C -0.312 1.523 -2.231
C -1.101 0.486 -1.387
C -0.532 -0.970 -1.153
C -0.944 -1.838 0.106
C -0.269 -3.250 0.067
C 0.724 -3.762 -1.027
N 1.052 -2.926 -2.133
C 0.428 -1.651 -2.153
C -2.498 0.969 -0.829
N -3.430 0.199 -0.014
S -4.777 1.200 0.279
N -4.310 2.632 -0.569
C -3.011 2.452 -1.152
H 0.869 6.616 -4.647
H 0.611 7.665 -3.123
H 0.447 8.383 -4.888
H -1.453 5.926 -4.627
H -1.838 7.685 -4.995
H -3.193 7.234 -3.086
H -1.804 8.195 -2.358
H -0.790 5.637 -1.625
H -2.274 6.317 -0.785
H -3.589 4.852 -1.638
H 0.710 1.179 -2.641
H -1.654 -1.478 0.917
H -0.520 -3.970 0.928
H 1.181 -4.816 -0.987
H 0.681 -1.006 -3.079
C 1.496 -1.399 4.622
C 2.412 -2.018 3.578
C 3.219 -0.955 2.849
O 1.631 -2.749 2.635
H 0.777 -0.718 4.156
H 0.914 -2.174 5.130
H 2.068 -0.845 5.370
H 3.090 -2.729 4.059
H 2.560 -0.258 2.322
H 3.864 -1.413 2.094
H 3.842 -0.387 3.544
H 1.026 -2.129 2.202
C 0.242 -6.509 3.296
C 1.015 -6.719 2.004
C 2.487 -6.983 2.276
O 0.885 -5.561 1.181
H 0.625 -5.642 3.844
H -0.813 -6.308 3.085
H 0.308 -7.387 3.943
H 0.587 -7.560 1.451
H 2.948 -6.132 2.789
H 3.033 -7.120 1.339
H 2.621 -7.876 2.893
H 1.265 -4.809 1.664
*
```


- The lowest energy belongs to which entry?
  C21H31BrGeN5OSeY


- Among the records above, which one has the highest energy?
  C21H30NO3


What did the second record say?
ORCA calculation (wB97M-V/def2-TZVPD) on a molecular structure, C21H31BN9O2S2SeW.

ΔE to the lowest compared entry with this formula, charge and spin: 0.00 kJ/mol
⟨S²⟩: 2.018
Energy: -129304.3082 eV
LUMO energy (alpha / beta): -2.885 / -3.214 eV

```
! wB97M-V def2-TZVPD RIJCOSX def2/J DEFGRID3
* xyz 1 3
W 0.178 0.389 -0.123
C -2.728 -1.319 0.928
C -1.599 -1.877 1.773
N -0.277 -1.202 1.539
C 0.804 -2.209 1.423
C 0.923 -2.610 -0.013
C 1.292 -3.862 -0.473
C 1.423 -4.054 -1.843
C 1.168 -3.012 -2.724
C 0.791 -1.787 -2.205
C 0.456 -0.548 -2.980
N -0.641 0.114 -2.248
C -1.941 -0.520 -2.623
C -2.930 -0.616 -1.482
N -2.256 -1.357 -0.436
N 0.679 -1.616 -0.880
H -2.942 -0.285 1.195
H -3.636 -1.906 1.116
H -1.468 -2.935 1.534
H -1.830 -1.827 2.840
H -0.082 -0.651 2.367
H 0.627 -3.076 2.064
H 1.748 -1.740 1.719
H 1.480 -4.660 0.230
H 1.716 -5.023 -2.223
H 1.250 -3.141 -3.794
H 0.185 -0.779 -4.014
H 1.324 0.120 -2.989
H -0.696 1.107 -2.535
H -1.723 -1.532 -2.979
H -2.354 0.030 -3.472
H -3.851 -1.088 -1.846
H -3.193 0.371 -1.108
H -2.082 -2.312 -0.733
C 4.064 2.803 -1.129
N 4.077 2.311 0.240
C 4.706 2.932 1.292
C 4.595 2.101 2.354
N 3.899 0.985 1.958
B 3.554 -0.188 2.906
N 2.191 0.135 3.678
C 1.962 -0.386 4.927
C 0.745 0.036 5.353
N 0.224 0.813 4.346
C -1.022 1.566 4.429
C 1.125 0.866 3.333
S 0.874 1.814 1.907
C 3.561 1.151 0.670
S 2.703 -0.003 -0.306
H 4.139 3.887 -1.099
H 3.129 2.509 -1.591
H 4.908 2.390 -1.681
H 5.189 3.885 1.179
H 4.964 2.196 3.359
H 3.444 -1.214 2.299
H 4.392 -0.252 3.761
H 2.697 -0.999 5.414
H 0.216 -0.127 6.275
H -1.755 0.965 4.963
H -1.371 1.789 3.423
H -0.855 2.503 4.957
O -0.610 2.769 -2.655
C 0.167 3.041 -1.756
O 0.738 2.185 -0.953
H 0.489 4.078 -1.569
Se -3.141 3.742 1.019
C -2.212 2.336 0.558
N -1.574 1.386 0.268
*
```


- energy of number 5 (C21H31BrN4O2)?
  -102379.6296 eV